Entry from the OMol25 dataset: a molecular structure, C92H206As4F24N18O3 (ωB97M-V with the def2-TZVPD basis set).

Values from the calculation:
HOMO energy   -23.3563 eV
2S+1   1
Total charge   +10
Total energy   -440179.4469 eV
HOMO-LUMO gap   0.2728 hartree

The geometry in XYZ format:
```
347
C92H206As4F24N18O3 | the OMol25 dataset | ωB97M-V with the def2-TZVPD basis set
C -6.011 5.468 -8.984
C -5.090 4.622 -8.154
C -4.002 5.435 -7.516
N -2.974 4.731 -6.625
C -3.654 4.131 -5.460
C -1.898 5.692 -6.095
C -0.967 5.866 -7.301
C -1.191 4.617 -8.208
C -2.175 3.775 -7.392
H -6.395 6.220 -8.310
H -6.859 4.879 -9.307
H -5.555 5.984 -9.842
H -4.679 3.849 -8.843
H -5.598 4.085 -7.324
H -4.468 6.232 -6.950
H -3.407 5.930 -8.289
H -2.987 3.882 -4.637
H -4.167 3.238 -5.852
H -4.347 4.901 -5.105
H -1.481 5.098 -5.288
H -2.330 6.607 -5.735
H 0.043 5.988 -6.918
H -1.166 6.758 -7.856
H -0.213 4.132 -8.279
H -1.519 4.934 -9.221
H -1.717 3.102 -6.644
H -2.877 3.249 -8.049
C 1.421 -6.297 -0.993
C 1.791 -6.062 0.482
C 1.253 -7.079 1.434
N 1.454 -6.869 2.953
C 2.827 -7.009 3.347
C 0.616 -7.803 3.815
C 0.423 -7.089 5.138
C 0.625 -5.583 4.848
C 0.923 -5.521 3.317
H 1.738 -7.265 -1.414
H 1.764 -5.534 -1.685
H 0.322 -6.313 -1.120
H 1.421 -5.103 0.822
H 2.864 -5.914 0.547
H 1.725 -8.064 1.252
H 0.186 -7.165 1.229
H 3.221 -8.012 3.126
H 2.936 -6.748 4.403
H 3.429 -6.295 2.780
H 1.135 -8.754 3.917
H -0.350 -7.943 3.286
H 1.119 -7.473 5.907
H -0.563 -7.264 5.578
H 1.351 -5.109 5.517
H -0.332 -5.041 5.011
H 1.702 -4.775 3.112
H 0.055 -5.314 2.689
C -0.861 -8.383 -7.842
C -1.430 -7.644 -6.685
C -1.119 -6.146 -6.736
N -1.404 -5.275 -5.515
C -2.773 -5.549 -4.957
C -1.253 -3.830 -5.776
C -1.118 -3.240 -4.340
C -0.509 -4.377 -3.443
C -0.468 -5.607 -4.375
H -1.063 -9.455 -7.890
H 0.245 -8.272 -7.876
H -1.288 -7.989 -8.783
H -0.951 -8.094 -5.797
H -2.492 -7.794 -6.579
H -1.781 -5.729 -7.507
H -0.105 -5.996 -7.117
H -3.575 -5.298 -5.636
H -2.956 -4.972 -4.030
H -2.883 -6.620 -4.765
H -2.107 -3.450 -6.356
H -0.316 -3.650 -6.330
H -2.038 -2.787 -3.961
H -0.401 -2.415 -4.418
H -1.132 -4.569 -2.561
H 0.498 -4.108 -3.122
H -0.871 -6.492 -3.873
H 0.481 -5.881 -4.831
C 8.098 1.687 -3.523
C 7.006 0.865 -4.280
C 7.212 -0.608 -3.984
N 6.209 -1.640 -4.493
C 6.470 -1.938 -5.970
C 4.785 -1.168 -4.263
C 4.001 -2.298 -3.662
C 4.926 -3.527 -3.776
C 6.330 -2.883 -3.716
H 8.991 1.084 -3.367
H 7.772 1.971 -2.503
H 8.412 2.573 -4.112
H 7.105 1.032 -5.371
H 6.073 1.305 -3.940
H 7.277 -0.761 -2.908
H 8.175 -0.938 -4.343
H 6.560 -1.013 -6.526
H 5.658 -2.542 -6.385
H 7.409 -2.490 -6.037
H 4.385 -0.902 -5.277
H 4.808 -0.236 -3.640
H 3.040 -2.556 -4.072
H 3.825 -2.141 -2.602
H 4.727 -3.959 -4.775
H 4.792 -4.335 -3.047
H 7.177 -3.454 -4.068
H 6.574 -2.592 -2.685
C -1.287 -3.155 0.978
C -0.436 -2.074 0.312
C -0.563 -0.720 0.950
N 0.148 0.426 0.251
C -0.658 0.832 -0.920
C 1.560 0.134 -0.205
C 2.173 1.569 -0.380
C 1.347 2.459 0.533
C 0.318 1.596 1.174
H -1.131 -3.210 2.062
H -1.115 -4.120 0.506
H -2.360 -2.965 0.900
H -0.643 -2.079 -0.780
H 0.624 -2.337 0.371
H -0.124 -0.768 1.953
H -1.583 -0.332 1.018
H -0.381 0.208 -1.786
H -0.356 1.883 -1.105
H -1.708 0.879 -0.653
H 1.526 -0.503 -1.091
H 2.106 -0.388 0.619
H 2.177 1.879 -1.423
H 3.187 1.431 -0.027
H 0.873 3.277 -0.032
H 1.911 2.988 1.309
H -0.669 2.024 1.308
H 0.656 1.154 2.106
C -4.539 -0.803 1.439
C -4.544 -1.264 2.935
C -5.296 -2.587 3.121
N -4.806 -3.363 4.309
C -4.668 -2.527 5.521
C -3.536 -4.121 4.028
C -3.519 -5.305 4.998
C -5.002 -5.587 5.368
C -5.797 -4.508 4.601
H -3.855 0.036 1.369
H -5.562 -0.505 1.156
H -4.184 -1.611 0.766
H -5.024 -0.478 3.517
H -3.505 -1.359 3.290
H -5.225 -3.227 2.223
H -6.344 -2.397 3.313
H -3.869 -1.803 5.437
H -4.387 -3.202 6.328
H -5.629 -2.040 5.708
H -2.646 -3.470 4.088
H -3.604 -4.435 2.973
H -2.851 -5.180 5.834
H -3.151 -6.184 4.430
H -5.211 -5.583 6.466
H -5.263 -6.613 5.009
H -6.638 -4.053 5.118
H -6.173 -4.825 3.636
C 9.785 8.008 3.779
C 8.708 7.712 2.639
C 7.889 6.488 2.967
N 6.967 6.039 1.840
C 6.072 7.135 1.465
C 6.160 4.908 2.297
C 5.642 4.267 1.020
C 6.610 4.720 -0.112
C 7.693 5.502 0.632
H 10.379 8.833 3.379
H 10.506 7.171 3.870
H 9.386 8.279 4.752
H 9.261 7.573 1.693
H 8.107 8.619 2.599
H 7.245 6.731 3.820
H 8.553 5.650 3.209
H 5.634 7.610 2.344
H 5.294 6.706 0.865
H 6.658 7.819 0.859
H 5.385 5.335 2.924
H 6.822 4.244 2.858
H 4.569 4.460 0.886
H 5.766 3.182 1.133
H 6.189 5.195 -0.994
H 7.052 3.789 -0.494
H 8.199 6.329 0.153
H 8.459 4.847 1.058
C -5.570 -10.824 3.254
C -4.275 -11.228 2.492
C -3.124 -10.210 2.751
O -1.868 -10.557 2.064
C -1.702 -10.162 0.746
N -3.770 -12.523 3.129
H -2.838 -12.808 2.844
H -3.857 -12.530 4.132
H -4.355 -13.296 2.840
H -5.311 -10.657 4.297
H -6.319 -11.626 3.229
H -5.987 -9.924 2.807
H -4.420 -11.379 1.420
H -2.875 -10.206 3.829
H -3.498 -9.190 2.531
H -1.556 -9.080 0.709
H -2.608 -10.431 0.206
H -0.831 -10.711 0.350
C 3.772 1.017 4.535
C 3.449 -0.407 3.967
C 4.407 -0.844 2.866
O 3.783 -1.632 1.924
C 4.672 -2.052 0.949
N 3.389 -1.425 5.145
H 4.239 -1.394 5.712
H 2.568 -1.203 5.662
H 3.280 -2.376 4.814
H 4.787 0.930 4.915
H 2.999 1.217 5.266
H 3.678 1.742 3.728
H 2.419 -0.463 3.575
H 5.304 -1.370 3.285
H 4.806 0.037 2.320
H 4.126 -2.567 0.147
H 5.377 -2.806 1.374
H 5.315 -1.234 0.589
C -6.186 4.540 1.056
C -4.732 4.014 1.225
C -4.531 2.899 2.223
O -3.165 2.482 2.269
C -2.739 2.143 3.574
N -4.343 3.479 -0.187
H -4.639 4.158 -0.924
H -3.338 3.375 -0.296
H -4.840 2.609 -0.365
H -6.806 3.738 0.713
H -6.124 5.347 0.300
H -6.537 4.882 2.024
H -4.048 4.827 1.428
H -5.251 2.102 2.034
H -4.789 3.288 3.220
H -3.409 1.384 3.957
H -2.764 3.039 4.201
H -1.732 1.719 3.490
C 0.085 6.045 1.789
C -0.053 7.577 1.858
N 1.087 8.239 1.056
C 1.189 8.585 -0.264
C 2.317 9.365 -0.430
N 2.905 9.551 0.824
C 2.177 8.897 1.712
C 4.068 10.436 1.210
H 0.057 5.711 0.755
H -0.764 5.520 2.263
H 1.013 5.732 2.318
H -0.024 8.008 2.857
H -0.949 7.824 1.276
H 0.450 8.251 -0.971
H 2.697 9.857 -1.332
H 2.300 8.873 2.771
H 4.296 10.185 2.232
H 3.733 11.471 1.137
H 4.954 10.352 0.556
C -2.035 7.137 8.916
C -0.526 6.726 8.721
N -0.395 5.470 7.909
C -0.696 4.207 8.313
C -0.182 3.353 7.330
N 0.389 4.129 6.364
C 0.244 5.452 6.686
C 1.211 3.666 5.290
H -2.557 6.357 9.473
H -2.495 7.250 7.947
H -2.016 8.098 9.443
H -0.111 6.480 9.704
H 0.087 7.493 8.249
H -1.255 4.071 9.228
H -0.149 2.287 7.206
H 0.750 6.216 6.090
H 1.586 4.474 4.656
H 0.488 3.038 4.732
H 1.966 2.948 5.606
C 0.755 0.145 -5.724
C 1.204 1.555 -5.922
N 0.961 2.415 -4.723
C -0.186 2.581 -4.005
C -0.049 3.758 -3.274
N 1.223 4.244 -3.550
C 1.839 3.445 -4.410
C 1.793 5.429 -2.909
H -0.297 0.079 -5.432
H 1.405 -0.398 -5.020
H 0.914 -0.310 -6.704
H 0.632 1.999 -6.767
H 2.275 1.680 -6.150
H -1.011 1.905 -4.022
H -0.659 4.319 -2.586
H 2.815 3.562 -4.879
H 1.892 6.273 -3.586
H 2.696 5.227 -2.339
H 1.076 5.815 -2.172
C -3.214 -6.309 -0.478
C -4.003 -5.021 -0.669
N -5.275 -5.179 -1.317
C -6.179 -6.163 -1.120
C -7.277 -5.742 -1.872
N -6.985 -4.560 -2.516
C -5.733 -4.227 -2.143
C -7.946 -3.806 -3.362
H -2.367 -6.101 0.186
H -2.818 -6.822 -1.362
H -3.784 -7.096 0.037
H -3.454 -4.266 -1.221
H -4.220 -4.604 0.311
H -5.979 -7.009 -0.475
H -8.252 -6.225 -2.035
H -5.174 -3.293 -2.263
H -8.092 -2.735 -3.154
H -8.944 -4.261 -3.343
H -7.637 -3.965 -4.418
As -0.813 -1.250 5.705
F -2.166 -0.351 5.907
F -1.256 -1.744 4.092
F 0.742 -2.159 5.423
F 0.006 -0.618 7.264
F -1.546 -2.616 6.333
F 0.038 0.129 4.821
As -3.786 -0.416 -2.935
F -3.646 0.732 -1.565
F -4.343 0.834 -3.920
F -3.806 -1.634 -4.108
F -3.150 -1.643 -1.807
F -5.294 -0.889 -2.424
F -2.087 -0.061 -3.290
As -2.800 6.486 -1.736
F -1.007 6.214 -1.985
F -2.894 4.741 -2.122
F -4.394 6.552 -1.386
F -2.371 7.982 -1.254
F -2.937 6.798 -3.361
F -2.496 5.878 -0.072
As 3.355 7.532 5.408
F 1.725 7.828 4.688
F 3.970 8.116 3.822
F 4.922 7.050 5.785
F 2.697 6.851 6.773
F 3.202 5.942 4.545
F 3.460 9.044 5.914
```

Atom charges from the Löwdin analysis, given in e for atoms 1 to 2: -0.067 -0.250